ORCA calculation (ωB97M-V with the def2-TZVPD basis set) on C22H46O30S8 as an isolated structure at a distorted geometry.

Each line ends with the Mulliken charge.
Cartesian coordinates (Å):
1 C 2.30741 2.45931 2.98994  -0.644
2 C 1.91273 3.07178 1.62765  0.617
3 C 0.46364 3.59775 1.76438  -0.718
4 S 0.29383 3.95561 3.61618  1.128
5 O -0.65588 3.01323 4.22310  -0.550
6 O 0.27226 5.40756 3.87111  -0.727
7 C 2.02906 3.38589 4.10959  -0.860
8 H 3.28388 1.99590 3.13089  0.694
9 H 1.68435 1.59157 3.20657  -0.087
10 H 2.04717 2.29039 0.87968  -0.572
11 H 2.61860 3.84447 1.32302  0.513
12 H -0.36706 2.95049 1.48313  0.086
13 H 0.35347 4.60348 1.35881  0.504
14 H 2.07462 2.84604 5.05542  0.321
15 H 2.83015 4.10989 3.96063  0.443
16 C 0.94993 -0.56498 1.14697  0.344
17 C -0.31514 -1.15220 0.43673  -0.246
18 C -0.05497 -1.19307 -1.11970  -0.566
19 S 1.42171 -0.25772 -1.44740  1.045
20 O 0.94416 1.08324 -1.41358  -0.161
21 O 2.09583 -0.82389 -2.67792  -1.001
22 C 2.10714 -0.70094 0.13921  -1.062
23 H 1.32408 -1.07964 2.03198  0.479
24 H 0.60944 0.45794 1.30758  -0.513
25 H -1.13838 -0.50661 0.74264  0.196
26 H -0.48023 -2.19378 0.71234  0.289
27 H -0.88121 -0.87054 -1.75326  -0.341
28 H 0.31783 -2.17447 -1.41291  0.458
29 H 2.99488 -0.11619 0.38023  0.306
30 H 2.44029 -1.73006 0.00500  0.576
31 C -3.98284 -4.21424 -2.29008  -0.485
32 C -2.65927 -3.76378 -1.60123  0.359
33 O -2.86489 -4.19944 -0.26995  -0.142
34 S -4.03294 -5.31871 -0.11786  1.088
35 O -5.26292 -4.76317 0.46992  -0.543
36 O -3.46184 -6.55435 0.48187  -0.571
37 O -4.24888 -5.42241 -1.75985  -0.372
38 H -3.87301 -4.31978 -3.36939  0.342
39 H -4.72531 -3.50595 -1.92243  0.382
40 H -2.45724 -2.69629 -1.68920  -0.212
41 H -1.77708 -4.35686 -1.84230  0.154
42 C -0.20408 -1.04570 6.63936  -0.506
43 C 0.78491 -0.82183 5.54979  0.399
44 O 1.15577 0.55607 5.68384  -0.205
45 S 0.74523 1.18100 7.21407  1.084
46 O 0.41899 2.57912 7.07465  -0.475
47 O 1.56110 0.78975 8.34795  -0.577
48 O -0.57061 0.23047 7.19516  -0.370
49 H 0.25031 -1.63592 7.43515  0.330
50 H -1.15871 -1.52801 6.42922  0.221
51 H 0.25960 -1.06390 4.62591  -0.141
52 H 1.57072 -1.53626 5.79514  0.254
53 C -3.70207 2.01436 -3.79098  -0.424
54 C -2.72278 1.01591 -4.16130  -0.239
55 O -1.90323 0.81453 -3.01064  -0.317
56 S -2.66431 1.29904 -1.62135  0.773
57 O -1.76048 1.80563 -0.57301  -0.103
58 O -3.64115 0.33877 -1.11748  -0.518
59 O -3.35426 2.48269 -2.46625  -0.335
60 H -4.69298 1.56126 -3.76123  0.222
61 H -3.74822 2.92006 -4.39569  0.273
62 H -2.10079 1.49262 -4.91892  0.279
63 H -3.19970 0.08755 -4.47563  0.243
64 C 0.58335 3.86363 -3.39529  -0.095
65 C -0.10768 4.24072 -2.04803  0.370
66 O -1.36812 4.51423 -2.41245  -0.267
67 S -1.43395 5.44336 -3.76475  1.093
68 O -0.87957 6.82244 -3.56374  -0.567
69 O -2.69192 5.34632 -4.56195  -0.531
70 O -0.26816 4.45517 -4.36644  -0.423
71 H 0.66589 2.78977 -3.56296  0.259
72 H 1.62680 4.15887 -3.50547  0.324
73 H 0.26885 5.16744 -1.61500  0.298
74 H -0.01599 3.53245 -1.22459  -0.465
75 C 4.12627 2.84867 -1.59813  0.459
76 C 5.31511 2.14163 -2.27209  -0.384
77 O 6.00655 1.41298 -1.33822  -0.382
78 S 5.87822 2.09691 0.13335  1.115
79 O 6.64862 3.35828 0.26335  -0.547
80 O 5.97999 1.06757 1.15994  -0.541
81 O 4.33808 2.54388 -0.22271  -0.161
82 H 3.13038 2.47162 -1.83081  -0.418
83 H 4.17976 3.93459 -1.67566  0.267
84 H 5.91649 2.79135 -2.90795  0.303
85 H 4.95129 1.42761 -3.01095  0.350
86 C -4.36444 -3.50980 4.20061  -0.355
87 C -3.29468 -4.33644 3.56809  -0.214
88 O -2.75740 -3.51153 2.50647  -0.334
89 S -3.26421 -1.91599 2.53147  1.163
90 O -3.72877 -1.45189 1.22006  -0.380
91 O -2.40698 -1.11253 3.38494  -0.442
92 O -4.54169 -2.42231 3.45019  -0.446
93 H -4.29321 -3.26187 5.25965  0.319
94 H -5.27785 -4.08217 4.03888  0.259
95 H -3.71144 -5.18886 3.03163  0.180
96 H -2.48370 -4.66997 4.21552  0.239
97 C 1.78379 -3.91750 -4.87730  0.060
98 C 2.41326 -5.11531 -5.62658  -0.728
99 O 3.04718 -4.72298 -6.84213  -0.502
100 O 2.84546 -3.05128 -4.41311  -0.483
101 H 1.27296 -4.19825 -3.95624  0.150
102 H 1.10505 -3.40228 -5.55697  0.283
103 H 1.54416 -5.71134 -5.90502  0.349
104 H 3.06173 -5.60882 -4.90268  0.347
105 H 2.35758 -4.62419 -7.50264  0.302
106 H 2.38191 -2.33688 -3.96999  0.361

Cartesian forces (eV/Å) of the 2 atoms listed first:
-0.425 -2.012 -0.106
0.188 -0.743 0.385

Results
* lowest unoccupied orbital energy: -0.329 eV
* gap between HOMO and LUMO: 9.496 eV